Entry 1:
ORCA calculation (wB97M-V/def2-TZVPD) on a structure of composition C40H42GeIrN2O2SSb.

```
! RIJCOSX wB97M-V def2-TZVPD def2/J DEFGRID3
* xyz 0 1
Ir 0.74 0.35 -0.64
O 3.45 2.53 -0.72
S 3.33 1.61 0.39
O 4.09 1.87 1.58
N 1.76 1.32 0.80
C 1.02 2.46 1.23
C 1.53 3.66 1.54
C 0.65 4.78 1.82
C -0.67 4.68 1.65
C -1.32 3.43 1.34
C -2.67 3.42 1.24
C -3.52 2.28 1.03
C -3.18 1.12 0.45
N -1.97 0.77 -0.13
C -0.47 2.17 1.31
C 3.79 -0.01 -0.20
C 3.16 -0.58 -1.30
C 3.59 -1.81 -1.78
C 4.65 -2.46 -1.16
C 5.27 -1.88 -0.06
C 4.83 -0.66 0.43
H 2.59 3.85 1.52
H 1.11 5.72 2.08
H -1.31 5.54 1.77
H -3.18 4.37 1.39
H -4.56 2.39 1.32
H -3.94 0.35 0.34
H 2.42 -0.04 -1.92
H 3.12 -2.23 -2.65
H 5.00 -3.41 -1.55
H 6.09 -2.39 0.43
H 5.30 -0.19 1.29
C -0.82 1.20 0.18
Ge 0.78 2.11 -2.32
C 0.48 4.00 -1.93
C 1.51 4.89 -1.66
C 1.26 6.24 -1.46
C -0.05 6.72 -1.51
C -1.09 5.84 -1.75
C -0.83 4.49 -1.96
C 2.22 1.83 -3.65
C 2.12 0.71 -4.47
C 3.09 0.41 -5.42
C 4.18 1.26 -5.58
C 4.28 2.40 -4.79
C 3.31 2.67 -3.84
C -0.76 1.48 -3.41
C -1.49 0.33 -3.11
C -2.45 -0.17 -3.98
C -2.71 0.49 -5.17
C -2.01 1.65 -5.48
C -1.04 2.12 -4.61
H -0.65 1.62 2.24
H 2.53 4.53 -1.58
H 2.08 6.92 -1.26
H -0.25 7.77 -1.35
H -2.11 6.20 -1.78
H -1.65 3.82 -2.16
H 1.27 0.04 -4.38
H 3.00 -0.47 -6.04
H 4.94 1.04 -6.33
H 5.12 3.07 -4.92
H 3.43 3.55 -3.22
H -1.35 -0.18 -2.15
H -3.00 -1.07 -3.72
H -3.47 0.11 -5.84
H -2.21 2.17 -6.41
H -0.48 3.01 -4.89
C 0.64 -3.88 -1.86
C -0.33 -3.80 -0.68
Sb -0.07 -2.06 0.55
C -2.04 -2.01 1.38
C -2.41 -3.27 2.15
C 0.99 -2.91 2.20
C 2.50 -2.95 1.96
H 0.43 -4.74 -2.49
H 1.67 -3.95 -1.52
H 0.57 -2.99 -2.49
H -0.23 -4.67 -0.03
H -1.36 -3.78 -1.03
H -2.71 -1.83 0.55
H -2.10 -1.12 2.02
H -2.32 -4.16 1.52
H -3.44 -3.23 2.49
H -1.78 -3.42 3.02
H 0.58 -3.91 2.37
H 0.75 -2.30 3.07
H 2.75 -3.53 1.07
H 3.03 -3.39 2.80
H 2.89 -1.94 1.81
*
```

Results
HOMO energy (spin up / spin down) = -6.944 / -6.944 eV
frontier orbital gap (spin up / spin down) = 6.08 / 6.08 eV

Table of Mulliken atomic charges, one value per atom, all in e: 0.189 -0.523 1.203 -0.762 0.094 -0.511 -0.443 -0.961 -1.201 0.656 -0.461 -0.800 -0.773 0.052 1.109 0.111 -0.467 -0.930 -0.747 -0.536 -0.399 0.529 0.379 0.342 0.399 0.373 0.409 -0.399 0.683 0.418 0.416 0.562 -0.204 3.102 0.868 0.070 -1.104 -0.548 -0.916 -0.276 0.449 -0.300 -0.837 -0.566 -0.909 0.094 0.485 0.159 -1.072 -0.539 -0.772 -0.358 0.560 0.265 0.414 0.396 0.421 0.335 0.440 0.434 0.388 0.424 0.165 -0.457 0.446 0.370 0.407 0.400 -0.893 -0.924 -0.043 -0.601 -1.330 -0.912 -0.905 0.454 0.217 0.099 0.467 0.516 0.416 0.421 0.278 0.432 0.290 0.464 0.498 0.275 0.441 0.096

Entry 2:
ORCA calculation (wB97M-V/def2-TZVPD) on a cluster of 18 separate species, C50H75BrN19O3 in total.

```
! RIJCOSX wB97M-V def2-TZVPD def2/J DEFGRID3
* xyz 1 1
C -2.84 4.02 2.20
C -3.18 3.03 3.44
O -3.13 1.62 3.03
C -1.77 1.20 3.31
C -1.40 -0.25 2.74
N -2.57 -1.19 2.71
C -2.23 -2.59 2.29
C -0.79 -2.67 1.57
N -0.48 -1.54 0.66
C -0.61 -0.20 1.31
C -1.40 0.79 0.30
O -2.71 0.25 0.00
C -3.67 1.26 -0.30
C -5.01 1.21 0.52
C -6.15 2.22 0.27
C -5.99 3.32 -0.82
C -4.65 3.39 -1.60
C -3.50 2.38 -1.36
C 0.80 0.53 1.61
C 1.91 0.32 0.50
O 1.73 -0.06 -0.67
Br 3.79 0.77 1.05
H -3.35 5.04 2.29
H -1.69 4.16 2.22
H -3.08 3.44 1.25
H -4.21 3.32 3.86
H -2.44 3.17 4.32
H -1.06 2.04 3.00
H -1.68 1.13 4.46
H -0.65 -0.71 3.50
H -3.38 -0.82 2.18
H -2.90 -1.25 3.70
H -2.99 -3.07 1.58
H -2.21 -3.28 3.21
H 0.04 -2.67 2.38
H -0.72 -3.66 1.00
H -0.98 -1.60 -0.24
H -0.80 0.78 -0.69
H -1.45 1.87 0.68
H -5.12 0.40 1.32
H -7.12 2.13 0.86
H -6.86 4.03 -1.01
H -4.54 4.20 -2.40
H -2.52 2.46 -1.95
H 1.12 0.24 2.67
H 0.58 1.67 1.64
C -0.10 -5.99 4.34
C -1.50 -5.64 4.77
N -2.59 -5.37 5.11
H -0.10 -6.96 3.84
H 0.26 -5.24 3.63
H 0.56 -6.02 5.20
C 2.64 -3.66 -0.56
C 2.29 -4.72 0.44
N 2.03 -5.55 1.24
H 1.86 -2.89 -0.56
H 3.59 -3.20 -0.30
H 2.71 -4.09 -1.55
C 5.57 -6.95 0.47
C 5.56 -5.50 0.12
N 5.56 -4.35 -0.15
H 6.54 -7.39 0.22
H 5.38 -7.08 1.53
H 4.80 -7.47 -0.10
C 6.95 1.52 4.25
C 5.55 1.82 4.69
N 4.45 2.06 5.04
H 6.98 0.56 3.73
H 7.30 2.30 3.57
H 7.62 1.48 5.11
C -6.39 7.32 -2.12
C -5.23 6.82 -1.32
N -4.31 6.43 -0.68
H -7.21 6.61 -2.07
H -6.72 8.28 -1.73
H -6.09 7.45 -3.17
C -0.05 0.09 -3.97
C -0.98 -0.78 -3.17
N -1.70 -1.46 -2.54
H -0.63 0.76 -4.61
H 0.56 0.70 -3.29
H 0.60 -0.52 -4.59
C 3.63 0.73 -6.55
C 2.18 0.63 -6.92
N 1.04 0.55 -7.21
H 4.13 -0.22 -6.77
H 4.11 1.52 -7.13
H 3.73 0.95 -5.49
C 3.22 -3.08 4.66
C 2.99 -4.28 5.53
N 2.82 -5.23 6.22
H 2.27 -2.58 4.47
H 3.90 -2.38 5.16
H 3.67 -3.39 3.71
C 2.54 -3.14 -7.24
C 3.75 -2.72 -8.01
N 4.71 -2.39 -8.62
H 1.69 -2.49 -7.50
H 2.29 -4.17 -7.47
H 2.73 -3.05 -6.17
C 9.39 -0.65 7.80
C 9.12 0.73 7.27
N 8.91 1.81 6.85
H 10.09 -0.59 8.64
H 8.46 -1.10 8.14
H 9.83 -1.27 7.02
C 3.82 -8.35 -3.67
C 4.93 -8.58 -2.68
N 5.80 -8.75 -1.90
H 2.97 -7.88 -3.17
H 4.17 -7.71 -4.47
H 3.51 -9.31 -4.09
C -2.85 10.45 -0.11
C -4.29 10.36 -0.48
N -5.43 10.29 -0.77
H -2.35 9.50 -0.31
H -2.36 11.24 -0.68
H -2.75 10.68 0.96
C -9.91 2.94 -0.81
C -9.93 4.40 -1.16
N -9.94 5.55 -1.43
H -8.93 2.52 -1.05
H -10.10 2.82 0.26
H -10.68 2.42 -1.37
C -12.54 7.42 -3.32
C -12.81 8.79 -3.86
N -13.03 9.87 -4.28
H -11.84 7.48 -2.49
H -13.47 6.97 -2.98
H -12.11 6.80 -4.10
C 7.44 -0.95 0.25
C 8.17 0.19 0.91
N 8.74 1.08 1.44
H 8.14 -1.76 0.04
H 6.65 -1.31 0.90
H 7.01 -0.60 -0.69
C 9.43 -5.37 -0.28
C 9.08 -6.44 0.72
N 8.81 -7.28 1.51
H 8.65 -4.60 -0.29
H 10.38 -4.91 -0.01
H 9.51 -5.81 -1.27
C -4.41 -0.55 -4.66
C -4.69 0.82 -5.19
N -4.92 1.90 -5.60
H -3.70 -0.49 -3.83
H -5.33 -1.02 -4.31
H -3.97 -1.17 -5.45
*
```

Results
relative energy (zero: lowest compared OMol25 entry of this formula, charge and spin) = 180.0 kcal/mol
HOMO energy = -10.952 eV
frontier orbital gap = 8.31 eV

Mulliken atomic charge list, values in e, 99 entries: -0.518 -0.396 -0.291 -1.123 -0.760 0.323 -0.422 -0.643 0.216 0.429 -1.158 -0.261 0.533 -0.176 -0.621 -0.365 -0.546 -0.011 -0.857 0.148 -0.396 -0.162 0.387 0.243 -0.105 0.340 0.330 0.408 0.449 0.725 0.164 0.493 0.352 0.215 0.036 0.486 0.353 0.323 0.321 0.150 0.311 0.088 0.429 0.299 0.675 0.373 -0.240 0.305 -0.465 0.283 -0.066 0.192 -0.187 0.392 -0.474 -0.194 0.156 0.328 -0.906 0.490 -0.552 0.302 0.345 0.262 -0.206 0.361 -0.488 0.118 0.299 -0.045 -0.679 0.445 -0.440 0.117 0.321 0.290 -0.762 0.540 -0.646 0.420 0.321 0.168 -0.692 0.442 -0.481 0.184 0.302 0.264 -0.230 0.324 -0.473 -0.135 0.356 0.167 -0.697 0.323 -0.416 0.259 0.347

Entry 3:
ORCA calculation (wB97M-V/def2-TZVPD) on a cluster of 2 separate species, C5H11NOS in total.

```
! RIJCOSX wB97M-V def2-TZVPD def2/J DEFGRID3
* xyz 0 1
C -0.82 0.66 -1.26
C -2.14 0.85 -0.66
S -2.62 -0.77 0.04
C 0.39 0.79 -0.51
N 1.33 -0.32 -0.64
C 2.51 -0.05 0.19
C 0.73 -1.61 -0.29
O 0.66 1.66 0.30
H -0.82 0.11 -2.19
H -2.41 0.65 2.88
H -2.85 1.16 -1.41
H -2.13 1.60 0.12
H -1.82 1.09 2.74
H 2.24 -0.02 1.26
H 3.20 -0.86 0.03
H 2.91 0.91 -0.07
H 0.63 -1.75 0.79
H 1.32 -2.45 -0.65
H -0.29 -1.66 -0.68
*
```

Results
relative energy (zero: lowest compared OMol25 entry of this formula, charge and spin) = 117.2 kcal/mol
HOMO energy = -8.812 eV
frontier orbital gap = 6.13 eV

Table of Mulliken atomic charges, one value per atom, all in e: -0.686 -0.434 -0.179 0.701 -0.071 -0.915 -0.875 -0.527 0.474 0.062 0.336 0.270 -0.061 0.342 0.325 0.322 0.327 0.319 0.271

Entry 4:
ORCA calculation (wB97M-V/def2-TZVPD) on a structure of composition C25H24Cl5GeN2O3SeSn.

```
! RIJCOSX wB97M-V def2-TZVPD def2/J DEFGRID3
* xyz 1 1
Sn -0.64 -0.18 0.64
O -2.05 -3.55 -2.04
C -1.13 -4.47 -1.66
C -1.27 -5.75 -2.17
C -0.39 -6.75 -1.80
C 0.65 -6.49 -0.92
C 0.81 -5.22 -0.42
C -0.07 -4.19 -0.78
C 0.15 -2.84 -0.23
O -0.72 -1.88 -0.55
N 1.17 -2.60 0.54
N 1.19 -1.27 0.93
C 2.24 -0.86 1.54
C 2.44 0.46 2.07
C 3.55 0.69 2.89
C 3.79 1.93 3.44
C 2.90 2.97 3.17
C 1.81 2.77 2.35
C 1.58 1.53 1.78
O 0.56 1.39 0.90
H -1.87 -2.74 -1.54
H -2.09 -5.94 -2.85
H -0.52 -7.75 -2.20
H 1.33 -7.28 -0.63
H 1.62 -4.98 0.26
H 3.04 -1.60 1.67
H 4.22 -0.14 3.10
H 4.64 2.09 4.08
H 3.07 3.94 3.61
H 1.12 3.58 2.12
Cl -0.40 -0.02 3.77
C -2.03 -0.33 3.27
C -2.28 -0.44 1.91
C -3.57 -0.72 1.46
Cl -3.87 -0.85 -0.23
C -4.60 -0.88 2.38
Cl -6.18 -1.23 1.83
C -4.34 -0.76 3.75
Cl -5.60 -0.97 4.87
C -3.05 -0.48 4.20
Cl -2.72 -0.35 5.87
C 0.83 5.57 -1.93
Ge 1.04 3.67 -2.28
C 1.12 3.24 -4.18
C 2.56 2.88 -1.35
C -0.61 2.78 -1.61
Se -0.44 0.85 -1.80
C -2.06 0.46 -2.79
H 1.74 6.10 -2.20
H 0.63 5.74 -0.87
H 0.00 5.98 -2.51
H 2.05 3.61 -4.62
H 0.29 3.70 -4.73
H 1.08 2.16 -4.33
H 3.48 3.11 -1.89
H 2.46 1.80 -1.30
H 2.65 3.27 -0.34
H -1.49 3.08 -2.18
H -0.77 3.00 -0.56
H -1.97 0.95 -3.75
H -2.93 0.82 -2.24
H -2.12 -0.62 -2.93
*
```

Results
relative energy (zero: lowest compared OMol25 entry of this formula, charge and spin) = 4.6 kcal/mol
HOMO energy = -10.725 eV
frontier orbital gap = 7.24 eV

Table of Mulliken atomic charges, one value per atom, all in e: 0.840 -0.708 0.310 -0.624 -0.310 -0.755 -0.622 -0.043 1.310 -0.652 -1.063 0.899 -0.617 0.816 -0.845 -0.789 -0.502 -0.404 0.228 -0.269 0.389 0.456 0.392 0.418 0.438 0.471 0.428 0.429 0.442 0.499 -0.118 0.723 -1.130 0.462 -0.213 0.045 -0.165 0.491 -0.145 -0.105 -0.165 -1.147 0.467 -1.179 -1.008 -1.104 0.398 -1.072 0.381 0.375 0.357 0.395 0.343 0.389 0.516 0.232 0.241 0.664 0.436 0.436 0.330 0.308